DFT (ωB97M-V with the def2-TZVPD basis set) results for a structure of composition C25H49NO2SSi2Sn at a distorted geometry.

XYZ file:
```
81
Properties=species:S:1:pos:R:3:lowdin_charge:R:1
O -0.8923 1.5838 -1.6606 -0.34
O -4.4482 0.0105 1.0164 -0.18
C -0.9039 2.8802 -0.9178 -0.21
C -0.5661 4.0809 -1.8080 -0.07
H -0.1698 2.7248 -0.1202 0.10
H -1.8979 3.0389 -0.4805 0.09
H 0.5060 4.1320 -2.0697 0.08
H -0.8040 5.0199 -1.2723 0.08
H -1.1698 4.0808 -2.7341 0.08
C -2.1186 1.1848 -2.2928 -0.31
C -3.3912 1.7589 -1.7090 -0.08
H -2.1301 0.0796 -2.2145 0.05
H -1.9896 1.4395 -3.3617 0.10
H -3.6150 1.4060 -0.6908 0.07
H -4.1891 1.3765 -2.3545 0.09
H -3.3950 2.8539 -1.7269 0.07
C -4.1274 -1.3617 0.7954 -0.27
C -4.6901 0.3615 2.3644 -0.29
C -4.3878 -1.8114 -0.6371 -0.07
H -4.7447 -1.9733 1.4721 0.11
H -3.0603 -1.5537 1.0155 0.11
H -5.4600 -1.7681 -0.8738 0.08
H -4.0690 -2.8602 -0.7252 0.08
H -3.8248 -1.2108 -1.3644 0.05
C -5.8698 1.3038 2.5780 -0.07
H -3.8034 0.8678 2.7680 0.11
H -4.8753 -0.5496 2.9420 0.11
H -5.8710 2.1436 1.8791 0.07
H -5.7949 1.6967 3.5983 0.08
H -6.8243 0.7718 2.5050 0.07
H 1.1338 0.6146 2.2849 -0.01
Sn 0.2632 -0.8938 -1.0160 1.21
C 0.5739 1.4942 2.6076 -0.22
Si 0.3913 0.7946 4.3426 0.56
H 1.1462 2.4132 2.4656 0.04
H -0.2605 1.5386 1.8655 0.03
C -0.5302 2.1620 5.2745 -0.20
C 2.2860 0.3501 4.3248 -0.19
C -0.5559 -0.8201 3.9261 -0.17
C 1.6632 0.2752 -2.2872 -0.40
Si 1.2039 -0.8113 -3.7930 0.34
H 2.7243 0.1711 -2.0029 -0.02
H 1.3712 1.3353 -2.2610 -0.01
C 0.0279 0.2553 -4.7411 -0.18
C 0.3266 -2.4789 -3.4918 -0.23
C 2.7376 -1.2255 -4.7287 -0.19
H -0.9750 -0.7072 2.9249 0.01
H -1.3862 -1.0879 4.5805 0.02
H 0.1108 -1.6887 3.8754 0.00
H -0.0228 3.1231 5.1145 0.03
H -0.6836 2.0594 6.3543 0.02
H -1.5307 2.2742 4.8306 0.03
H 2.5915 0.3631 3.2648 0.01
H 2.5423 -0.6651 4.6361 0.01
H 2.9933 1.0622 4.7522 0.02
H -0.5873 -2.5397 -4.1053 0.04
H 0.0186 -2.7613 -2.4635 -0.05
H 1.0165 -3.2806 -3.7988 0.04
H 2.5016 -1.1281 -5.7932 0.03
H 3.0781 -2.2447 -4.5263 0.03
H 3.5312 -0.5235 -4.4606 0.03
H 0.2897 0.1512 -5.7988 0.03
H 0.1688 1.2936 -4.4224 0.04
H -1.0223 -0.0217 -4.6021 0.03
S 3.6993 -2.5197 2.3289 0.99
C 2.1365 -3.1464 2.6250 -0.45
C 1.2404 -2.8233 1.5976 -0.27
C 1.7706 -1.9527 0.5900 -0.32
C 3.1547 -1.8686 0.7527 -0.47
C 4.2646 -1.4297 -0.1065 -0.31
C 5.5030 -0.9916 0.4030 -0.05
C 6.5851 -0.8232 -0.4520 -0.08
C 6.4119 -1.0732 -1.7962 -0.07
C 5.1321 -1.4547 -2.2437 -0.14
N 4.0739 -1.5662 -1.4440 0.10
H 1.9596 -3.7404 3.5223 0.06
H 0.2198 -3.1978 1.6151 0.09
H 5.5817 -0.7569 1.4652 0.09
H 7.5448 -0.5181 -0.0677 0.10
H 7.2053 -1.0037 -2.5361 0.10
H 4.9571 -1.6942 -3.3062 0.09
```

* frontier orbital gap: 7.5602 eV
* spin multiplicity: 1
* total energy: -64723.9946 eV
* relative energy (zero: lowest compared OMol25 entry of this formula, charge and spin): 0.0 kcal/mol
* maximum force: 2.14 eV/Å


DFT (ωB97M-V with the def2-TZVPD basis set) results for a cluster of 9 separate species, C25H50Br16FN2O3 in total at a distorted geometry.

XYZ file:
```
97
Properties=species:S:1:pos:R:3:lowdin_charge:R:1
C 1.3797 2.7268 1.5358 -0.08
C 0.7445 3.8806 0.5606 -0.27
F 1.3800 5.1890 0.9659 -0.12
N -0.7647 3.9308 0.5165 -0.12
C -1.3897 4.2699 1.8500 -0.12
C -3.0231 4.1634 1.7665 -0.08
N -3.5963 4.1070 0.3690 -0.13
C -5.1297 3.9357 0.4056 -0.07
C -5.6114 2.4918 1.0149 -0.15
O -5.9283 2.4979 2.4539 -0.15
C -7.3451 2.1149 2.6690 -0.11
O -7.6696 0.9157 3.2088 -0.02
C -2.9165 3.1382 -0.5711 -0.07
C -1.3830 2.7172 -0.1386 -0.28
O -1.4958 1.5290 0.7244 -0.12
H 0.9506 2.7243 2.6245 -0.02
H 2.5677 2.8184 1.4941 0.05
H 1.1187 1.6588 1.0714 0.10
H 1.1264 3.6544 -0.5426 0.17
H -1.0403 3.6068 2.7496 0.08
H -1.0970 5.3975 2.0824 0.15
H -3.4452 5.1677 2.2551 0.17
H -3.3768 3.2972 2.4773 0.16
H -3.4543 5.0759 -0.0487 0.20
H -5.5934 4.1730 -0.6685 0.17
H -5.5967 4.7684 1.1223 0.17
H -4.8588 1.6028 0.8284 0.14
H -6.6168 2.1715 0.4570 0.16
H -8.2584 2.8428 2.4319 0.18
H -3.5181 2.1598 -0.8009 0.06
H -2.8084 3.7112 -1.6132 0.18
H -0.7390 2.3735 -1.0834 0.17
H -2.4758 1.3546 0.9362 0.07
Br -0.5303 0.6336 -4.3651 0.60
C -0.2649 -0.3924 -2.7279 -0.72
C -1.4570 -1.2735 -2.4351 -0.64
Br -2.9389 -0.2368 -1.7050 0.68
H -0.0503 0.3261 -1.9319 0.04
H 0.6261 -0.9987 -2.9138 -0.07
H -1.2142 -2.0061 -1.6604 0.07
H -1.8374 -1.7964 -3.3172 0.06
Br 0.5942 3.1304 5.1212 0.67
C 2.0075 1.9703 5.7996 -0.66
C 3.3578 2.6421 5.7085 -0.68
Br 4.0344 2.6224 3.8794 0.66
H 1.9497 1.0340 5.2373 0.06
H 1.7417 1.7790 6.8430 0.06
H 4.1019 2.0934 6.2925 0.06
H 3.3457 3.6865 6.0330 0.06
Br 2.8034 -1.0451 -3.9745 0.68
C 3.2493 -2.8685 -4.5035 -0.65
C 2.0986 -3.8116 -4.2402 -0.66
Br 1.9652 -4.2507 -2.3445 0.52
H 4.1646 -3.1409 -3.9706 0.03
H 3.4619 -2.8096 -5.5747 0.07
H 2.2617 -4.7690 -4.7426 0.05
H 1.1284 -3.4078 -4.5431 0.06
Br 1.6189 8.2372 -3.8973 0.61
C 1.6472 8.6275 -1.9867 -0.69
C 1.4478 7.3727 -1.1689 -0.69
Br -0.4232 6.8220 -1.1656 0.61
H 0.8844 9.3898 -1.8051 0.05
H 2.6354 9.0569 -1.7991 0.06
H 1.6923 7.5539 -0.1186 0.06
H 2.0304 6.5211 -1.5315 0.06
Br 1.7891 -7.8717 -3.4395 0.59
C 0.2138 -8.3020 -2.3733 -0.68
C -1.0560 -8.1016 -3.1674 -0.69
Br -1.5058 -6.2094 -3.3139 0.58
H 0.2622 -7.6878 -1.4697 0.05
H 0.3349 -9.3538 -2.0991 0.06
H -1.9076 -8.5571 -2.6546 0.06
H -0.9975 -8.4954 -4.1860 0.05
Br 7.3189 -4.7663 -5.1128 0.61
C 7.3472 -4.3761 -3.2022 -0.71
C 7.1478 -5.6308 -2.3844 -0.69
Br 5.2768 -6.1816 -2.3811 0.57
H 6.5844 -3.6137 -3.0205 0.02
H 8.3354 -3.9467 -3.0145 0.06
H 7.3923 -5.4497 -1.3341 0.05
H 7.7304 -6.4824 -2.7470 0.06
Br 5.2745 -2.9660 -0.1361 0.61
C 4.7525 -3.6068 1.6303 -0.68
C 3.6659 -4.6524 1.5340 -0.67
Br 1.9320 -3.8374 1.1692 0.58
H 4.4604 -2.7299 2.2148 0.05
H 5.6633 -4.0357 2.0576 0.06
H 3.5415 -5.1687 2.4900 0.06
H 3.8431 -5.3912 0.7473 0.04
Br -3.5216 -1.6002 2.3175 0.60
C -5.4372 -1.8076 2.6191 -0.70
C -5.7164 -2.8778 3.6486 -0.69
Br -5.5066 -4.6613 2.8876 0.61
H -5.8936 -2.0114 1.6464 0.06
H -5.7759 -0.8311 2.9767 0.03
H -6.7572 -2.8314 3.9807 0.06
H -5.0584 -2.8235 4.5205 0.05
```

* frontier orbital gap: 8.1028 eV
* spin multiplicity: 1
* total energy: -1159244.9986 eV
* charge: +1
* maximum force: 9.56 eV/Å


DFT (ωB97M-V with the def2-TZVPD basis set) results for a structure of composition C25H50ClMnNP2SSi2 at a distorted geometry.

XYZ file:
```
83
Properties=species:S:1:pos:R:3:mulliken_spin:R:1
Mn -0.1349 -0.0134 0.0778 3.01
C -1.5753 -0.0238 2.1797 -0.06
C -1.7737 1.1509 1.4116 0.04
C -2.2607 0.7173 0.1128 0.04
Si -1.3912 2.8473 2.1205 0.00
C -2.2550 -0.7162 0.1013 -0.02
C -1.7638 -1.1800 1.3830 0.07
Si -1.3923 -2.8925 2.0581 0.00
H -1.4288 -0.0358 3.2662 0.00
H -2.7020 1.3412 -0.6556 0.00
H -2.7005 -1.3332 -0.6837 0.01
Cl 2.4885 0.1065 -4.1787 0.00
C -1.1164 -2.8411 3.8957 0.00
C -2.7904 -4.0441 1.6297 0.00
C -1.1184 2.7576 3.9570 0.00
C -2.7872 4.0095 1.7167 0.00
H -3.7364 -3.5975 1.9697 0.00
H -2.6373 -4.9857 2.1753 0.00
H -2.8766 -4.2666 0.5601 0.00
H -0.3583 -2.1005 4.1866 0.00
H -0.7928 -3.8356 4.2321 0.00
H -2.0523 -2.5849 4.4095 0.00
H -3.7379 3.5369 2.0036 0.00
H -2.8424 4.2902 0.6588 0.00
H -2.6565 4.9188 2.3192 0.00
H -2.0524 2.4753 4.4615 0.00
H -0.8055 3.7445 4.3205 0.00
H -0.3527 2.0197 4.2329 0.00
C 0.2438 -3.3333 1.2029 0.02
C 0.2443 3.3017 1.2710 0.03
P 0.4632 -2.5535 -0.4484 -0.06
H 0.3210 -4.4318 1.1458 0.00
H 1.0567 -2.9580 1.8457 0.00
P 0.4676 2.5534 -0.3956 -0.03
H 1.0594 2.9197 1.9064 0.00
H 0.3187 4.4013 1.2302 0.00
C 2.0910 3.2492 -1.0296 -0.02
C -0.8164 3.4738 -1.4133 -0.01
C -0.8247 -3.4471 -1.4832 0.00
C 2.0866 -3.2270 -1.1043 -0.02
C 3.1814 -2.1622 -1.0603 0.02
H 1.8700 -3.4503 -2.1601 0.00
C 2.5457 -4.5058 -0.4038 0.00
H 2.7184 -4.3365 0.6662 0.00
H 3.4954 -4.8256 -0.8476 0.00
H 1.8368 -5.3307 -0.5131 0.00
H 2.9480 -1.2740 -1.6631 0.00
H 4.1123 -2.5840 -1.4642 0.00
H 3.3766 -1.8420 -0.0315 0.00
H -1.7814 -3.2294 -0.9819 0.00
C -0.6301 -4.9645 -1.5456 0.00
C -0.8792 -2.8622 -2.8970 0.00
H -0.6645 -5.4386 -0.5581 0.00
H 0.3180 -5.2245 -2.0376 0.00
H -1.4443 -5.3962 -2.1452 0.00
H -1.1902 -1.8105 -2.8993 0.01
H -1.6051 -3.4223 -3.5044 0.00
H 0.0947 -2.9322 -3.4034 0.00
H -1.7739 3.2429 -0.9192 0.00
C -0.8679 2.9185 -2.8392 0.01
C -0.6256 4.9931 -1.4401 0.00
H -0.6604 5.4440 -0.4418 0.00
H -1.4423 5.4365 -2.0279 0.00
H 0.3210 5.2694 -1.9270 0.00
H -1.1874 1.8697 -2.8632 0.00
H 0.1094 2.9890 -3.3389 0.00
H -1.5858 3.4960 -3.4399 0.00
C 3.1891 2.1875 -0.9958 0.02
C 2.5443 4.5177 -0.3069 0.00
H 1.8787 3.4883 -2.0828 0.00
H 2.7163 4.3301 0.7602 0.00
H 1.8332 5.3425 -0.4023 0.00
H 3.4939 4.8481 -0.7431 0.00
H 3.3813 1.8536 0.0293 0.00
H 4.1195 2.6190 -1.3908 0.00
H 2.9611 1.3065 -1.6106 0.00
C 0.8414 0.0432 -3.6055 -0.08
H 0.8317 0.0429 -2.5248 0.08
H 0.3246 0.9080 -4.0245 0.00
H 0.3960 -0.8647 -4.0067 0.00
S 1.7741 -0.0250 1.5243 -0.05
C 1.1870 -0.0297 3.0907 0.02
N 0.8301 -0.0491 4.2153 -0.01
```

* frontier orbital gap (alpha / beta): 6.8310 / 7.6690 eV
* spin multiplicity: 4
* <S²>: 3.814
* total energy: -117239.5441 eV
* maximum force: 2.40 eV/Å


DFT (ωB97M-V with the def2-TZVPD basis set) results for a structure of composition C25H51BBeBrClF5KNNaO9P2S3 at a distorted geometry.

XYZ file:
```
102
Properties=species:S:1:pos:R:3:lowdin_charge:R:1
C 3.6673 0.8790 6.2084 -0.13
C 2.9138 2.0354 6.8505 -0.26
C 1.7797 2.5363 5.9288 -0.20
C 0.3990 2.5864 6.6009 -0.19
C -0.7346 2.2103 5.6374 -0.19
C -1.1187 0.7243 5.7209 -0.19
C -0.9877 0.0560 4.3367 -0.20
C -2.3367 0.0687 3.5699 -0.19
C -2.3032 0.7946 2.2218 -0.17
C -1.3690 0.0876 1.2504 -0.21
C -1.6559 0.3458 -0.2465 -0.16
C -1.6077 -0.9401 -1.0798 -0.11
C -0.2795 -1.2009 -1.7946 -0.43
O 0.0592 -0.3223 -2.8384 -0.20
C -1.0496 0.3750 -3.4073 -0.14
C -0.6602 0.8964 -4.8089 -0.11
O 0.6424 0.4115 -5.1637 -0.17
C 1.3359 1.2687 -6.0264 -0.26
C 2.7915 0.8495 -5.9300 -0.19
C 0.8691 -0.9916 -0.7525 -0.42
S 1.5197 0.7167 -0.8258 0.93
C 2.0764 -1.8616 -0.9863 -0.38
F 2.8221 -1.4495 -2.0929 -0.24
N 1.8089 -3.3049 -1.0380 -0.22
P 3.2696 -4.3231 -2.0681 0.37
S 4.9239 -4.3429 -1.0426 0.21
C 0.4269 -3.6973 -1.4523 -0.65
S -0.5044 -4.2211 0.0218 0.91
C -0.2193 -2.6798 -2.3870 -0.60
Cl 0.8278 -2.7568 -3.8510 0.87
C -1.5700 -3.2856 -2.7919 -0.18
C -2.1616 -2.8432 -4.1304 -0.09
C -2.1867 -3.9973 -5.0911 -0.53
O -1.3889 -4.9080 -5.0894 0.07
O -3.1645 -3.9136 -5.9806 0.15
H 4.0739 1.1793 5.2465 0.06
H 4.4577 0.5176 6.8615 0.06
H 2.9906 0.0437 6.0332 0.06
H 2.4817 1.7260 7.7979 0.09
H 3.6239 2.8336 7.0499 0.10
H 2.0283 3.5505 5.6373 0.11
H 1.7274 1.9147 5.0416 0.09
H 0.2178 3.5977 6.9507 0.11
H 0.3773 1.9359 7.4737 0.09
H -1.5902 2.8209 5.9075 0.11
H -0.4442 2.4861 4.6303 0.09
H -0.4205 0.2421 6.4024 0.09
H -2.1297 0.5796 6.0859 0.10
H -0.2258 0.6138 3.7996 0.09
H -0.6695 -0.9754 4.4845 0.09
H -2.6020 -0.9773 3.4114 0.10
H -3.0899 0.5362 4.1945 0.11
H -1.8733 1.7734 2.4185 0.12
H -3.3183 0.8658 1.8468 0.12
H -0.3731 0.4801 1.4643 0.08
H -1.3088 -0.9876 1.4462 0.09
H -2.6705 0.7289 -0.3095 0.12
H -1.0486 1.1405 -0.6515 0.08
H -2.4631 -1.0064 -1.7422 0.11
H -1.7515 -1.7548 -0.3723 0.09
H -1.2968 1.2552 -2.8291 0.12
H -1.9096 -0.2478 -3.5500 0.07
H -0.7007 1.9796 -4.8421 0.13
H -1.3557 0.4630 -5.5227 0.11
H 1.2255 2.3014 -5.6974 0.13
H 1.0112 1.1605 -7.0630 0.13
H 3.1673 1.2416 -4.9946 -0.01
H 2.8361 -0.2415 -5.8901 -0.01
H 3.3678 1.1962 -6.7772 0.03
H 0.5387 -1.2207 0.2543 0.10
H 1.5966 0.9553 0.4907 -0.10
H 2.7355 -1.7055 -0.1385 0.15
H 1.9320 -3.6420 -0.0916 0.06
H 2.7381 -5.6808 -2.1503 -0.02
H 3.4345 -3.8370 -3.3755 -0.05
H 0.5217 -4.6064 -2.0423 0.08
H -0.1702 -3.2426 0.8740 -0.11
H -1.3952 -4.3564 -2.8926 0.11
H -2.3084 -3.1931 -2.0063 0.11
H -1.6389 -2.0361 -4.6304 0.11
H -3.1915 -2.5424 -3.9877 0.09
H -3.0766 -4.6740 -6.5715 0.13
B -1.9402 5.5897 3.9228 -1.26
F -1.0409 5.6414 5.0099 0.07
F -1.8068 6.7398 3.1387 0.09
F -1.6261 4.4400 3.1360 0.04
F -3.2500 5.4732 4.4039 0.09
C 3.1832 3.4596 1.5656 -0.16
O 1.9438 3.1510 2.1857 -0.12
H 3.9773 3.1329 2.2333 0.08
H 3.2801 2.9177 0.6197 0.04
H 3.2804 4.5335 1.3928 0.09
H 1.2249 3.4544 1.6209 0.08
O -3.7417 -0.3041 -5.4763 -0.23
P -4.6546 0.0368 -4.3223 -0.03
O -3.9566 0.9767 -3.3570 -0.24
O -4.8749 -1.4213 -3.5294 -0.85
O -5.9891 0.5609 -4.7639 -0.22
Na 2.8008 -5.6694 -0.0944 0.38
Be 4.8828 -0.9240 -7.2257 0.36
K 4.0962 0.0701 -3.2932 0.80
Br -5.9077 -1.3326 -2.0613 0.75
```

* frontier orbital gap: 1.5578 eV
* spin multiplicity: 1
* total energy: -215719.8001 eV
* relative energy (zero: lowest compared OMol25 entry of this formula, charge and spin): 0.0 kcal/mol
* maximum force: 3.41 eV/Å